1.
Density functional theory data (the ωB97M-V functional and the def2-TZVPD basis) for C11H23CoN2O5P2 as an isolated structure.

Properties
LUMO energy (spin up / spin down): -8.214 / -9.105 eV
<S²>: 6.090
Total energy: -81180.3977 eV
Energy relative to the best compared isomer or geometry (same formula, charge and spin): 13.9 kcal/mol
HOMO level (spin up / spin down): -15.4 / -16.2 eV
Orbital gap (spin up / spin down): 7.22 / 7.12 eV

```
! wB97M-V def2-TZVPD RIJCOSX def2/J DEFGRID3
* xyz 2 5
Co -0.08 0.08 0.62
P 1.93 -0.84 1.02
C 2.13 -1.55 -0.58
C 1.00 -1.67 -1.42
N -0.19 -1.05 -1.00
C -1.38 -1.47 -1.50
C -1.39 -2.33 -2.61
C -0.19 -2.70 -3.25
C 1.01 -2.29 -2.70
C -2.65 -0.89 -0.85
P -2.15 0.61 0.11
H 1.99 -2.57 -3.08
H -2.36 -2.55 -3.06
H -0.19 -3.27 -4.17
H -3.32 -0.60 -1.66
H -3.14 -1.59 -0.16
H 3.17 1.72 -2.47
H 3.13 -1.78 -1.01
H -0.20 3.61 -0.52
O 3.39 2.64 -2.36
H 2.70 2.93 -3.02
H -0.46 1.04 2.22
O 0.33 4.47 -0.36
H 0.46 4.31 0.62
C -2.33 1.99 -1.07
H -3.32 1.93 -1.55
H -2.23 2.94 -0.53
H -1.54 1.95 -1.84
C -3.39 0.80 1.40
H -3.13 1.68 1.99
H -4.38 0.93 0.95
H -3.37 -0.09 2.04
C 1.88 -2.36 2.09
H 2.92 -2.78 2.18
H 1.46 -1.91 3.02
H 1.20 -3.11 1.60
C 3.16 0.30 1.61
H 2.74 0.60 2.57
H 4.15 -0.12 1.73
H 3.20 1.16 0.94
O -0.65 -0.73 3.63
N -0.60 0.50 3.88
O 0.17 1.06 4.64
O 0.52 1.02 1.94
*
```

These are the natural (NBO) partial charges, in e, on atoms 1 to 5: Co 1.081; P 1.116; C -0.460; C 0.138; N -0.595

2.
Density functional theory data (the ωB97M-V functional and the def2-TZVPD basis) for a 2-piece molecular cluster, C11H23F4N8O6S overall.

Properties
LUMO energy: 1.967 eV
Total energy: -57687.0780 eV
HOMO level: -4.8 eV
Orbital gap: 6.77 eV

```
! wB97M-V def2-TZVPD RIJCOSX def2/J DEFGRID3
* xyz -1 1
N 6.94 2.20 0.22
C 6.63 1.18 -0.45
N 6.92 1.12 -1.82
N 6.02 0.03 0.12
C 4.57 -0.09 -0.20
C 3.69 0.16 1.02
C 2.28 -0.46 0.88
C 1.31 0.64 0.46
N -0.06 0.17 0.26
F -0.25 -1.04 0.97
C -1.09 1.10 0.68
C -2.48 0.46 0.49
C -2.83 -0.29 -0.82
N -2.50 -1.71 -0.76
N -4.31 -0.25 -1.00
N -2.22 0.31 -2.00
C -1.07 1.50 2.21
O -0.35 0.82 2.94
O -1.82 2.46 2.50
S -0.81 2.67 -0.25
O -0.02 3.55 0.57
O -0.27 2.49 -1.57
C -2.44 3.56 -0.50
F -2.12 4.86 -0.59
F -3.01 3.20 -1.67
F -3.33 3.42 0.47
H 6.70 2.01 1.19
H 6.08 0.87 -2.34
H 7.20 2.05 -2.12
H 6.50 -0.80 -0.21
H 4.35 -1.07 -0.61
H 4.29 0.64 -0.97
H 4.18 -0.31 1.88
H 3.59 1.22 1.23
H 2.31 -1.24 0.12
H 1.99 -0.87 1.84
H 1.39 1.44 1.19
H 1.65 0.99 -0.52
H -3.27 1.18 0.70
H -2.55 -0.28 1.28
H -1.65 -1.85 -1.28
H -3.25 -2.28 -1.12
H -4.63 0.71 -0.95
H -4.75 -0.79 -0.26
H -2.80 1.09 -2.30
H -2.32 -0.35 -2.77
C -4.95 -5.34 0.93
N -4.20 -4.40 0.06
O -3.20 -4.81 -0.48
O -4.64 -3.27 -0.04
H -4.44 -6.29 0.93
H -4.97 -4.91 1.93
H -5.95 -5.42 0.53
*
```

These are the natural (NBO) partial charges, in e, on atoms 1 to 5: N -0.696; C 0.564; N -0.839; N -0.681; C -0.217

3.
Density functional theory data (the ωB97M-V functional and the def2-TZVPD basis) for a 6-piece molecular cluster, C11H23FN4O13S overall.

Properties
LUMO energy: -0.486 eV
Total energy: -57896.9513 eV
SMILES: O=C1OC[C@@H](F)O1.C[N+](=O)[O-].C[N+](=O)[O-].C[N+](=O)[O-].C[N+](=O)[O-].O=S1(=O)CCCC1
Energy relative to the best compared isomer or geometry (same formula, charge and spin): 39.8 kcal/mol
HOMO level: -10.4 eV
Orbital gap: 9.86 eV

```
! wB97M-V def2-TZVPD RIJCOSX def2/J DEFGRID3
* xyz 0 1
O 4.62 -0.71 4.73
C 4.03 0.27 5.06
O 3.47 0.52 6.25
C 2.54 1.53 6.09
C 3.28 2.40 5.09
F 4.30 2.92 5.81
O 3.89 1.37 4.33
H 1.65 1.12 5.61
H 2.23 2.12 6.96
H 2.68 3.19 4.64
C -2.34 1.88 -0.62
N -2.22 1.85 0.85
O -3.06 2.45 1.50
O -1.32 1.07 1.32
H -3.31 2.19 -1.00
H -2.16 0.85 -0.93
H -1.47 2.46 -0.94
C -7.08 -0.78 2.11
N -8.11 0.16 2.62
O -7.78 0.79 3.61
O -9.05 0.47 1.89
H -7.56 -1.66 1.68
H -6.49 -1.05 2.99
H -6.55 -0.14 1.40
C -0.32 -4.31 2.20
N -1.44 -4.45 1.26
O -1.40 -5.45 0.56
O -2.21 -3.50 1.13
H 0.13 -5.30 2.26
H -0.82 -4.15 3.15
H 0.36 -3.47 2.06
C -1.87 3.00 -6.21
N -2.91 3.96 -5.61
O -2.50 4.90 -4.98
O -4.10 3.76 -5.76
H -1.91 2.03 -5.71
H -0.92 3.50 -6.11
H -2.05 2.91 -7.29
O 6.13 -1.52 -4.27
S 4.69 -1.42 -4.09
O 3.87 -1.53 -5.32
C 3.98 -2.63 -2.80
C 3.28 -1.80 -1.68
C 3.06 -0.37 -2.13
C 4.18 0.12 -3.10
H 4.83 -3.25 -2.49
H 3.42 -3.30 -3.45
H 2.36 -2.31 -1.42
H 3.90 -1.80 -0.79
H 2.88 0.31 -1.29
H 2.12 -0.46 -2.68
H 5.12 0.39 -2.63
H 3.95 0.87 -3.86
*
```

These are the natural (NBO) partial charges, in e, on atoms 1 to 5: O -0.550; C 0.973; O -0.483; C -0.120; C 0.430

4.
Density functional theory data (the ωB97M-V functional and the def2-TZVPD basis) for an isolated ion of composition C11H23N2 and charge +1.

Properties
LUMO energy: -2.927 eV
Total energy: -14750.9507 eV
SMILES: C[C@H]1C=C[C@@](C)([NH3+])[C@](C)(N)C1(C)C
Energy relative to the best compared isomer or geometry (same formula, charge and spin): 87.3 kcal/mol
HOMO level: -12.3 eV
Orbital gap: 9.33 eV

```
! wB97M-V def2-TZVPD RIJCOSX def2/J DEFGRID3
* xyz 1 1
C 1.63 2.60 0.57
C 1.31 1.23 -0.07
C 2.08 0.20 0.73
C 1.64 -1.05 0.84
C 0.34 -1.52 0.22
C 0.42 -2.86 -0.46
N -0.57 -1.80 1.46
C -0.53 -0.57 -0.70
C -2.01 -0.91 -0.93
N 0.09 -0.61 -2.04
C -0.25 0.99 -0.09
C -1.12 1.93 -1.05
C -1.00 1.17 1.26
H 1.08 2.94 1.52
H 1.46 3.49 -0.18
H 2.68 2.52 0.69
H 1.61 1.35 -1.19
H 2.96 0.67 1.07
H 2.17 -1.73 1.36
H 0.75 -3.61 0.24
H 1.37 -2.75 -1.08
H -0.46 -2.99 -0.92
H -0.94 -2.76 1.41
H -1.31 -1.23 1.41
H 0.08 -1.71 2.27
H -2.57 -0.58 0.02
H -2.03 -1.91 -1.23
H -2.38 -0.40 -1.70
H -0.38 -0.12 -2.78
H 1.07 -0.54 -2.21
H -0.57 2.10 -1.95
H -1.04 3.00 -0.60
H -2.12 1.63 -1.01
H -2.03 1.25 1.32
H -0.82 2.09 1.73
H -0.62 0.46 2.03
*
```

These are the natural (NBO) partial charges, in e, on atoms 1 to 5: C -0.611; C -0.314; C -0.072; C -0.289; C 0.153

5.
Density functional theory data (the ωB97M-V functional and the def2-TZVPD basis) for a 3-piece molecular cluster, C11H23N4O5 overall.

Properties
LUMO energy: 1.544 eV
Total energy: -27978.5999 eV
HOMO level: -3.4 eV
Orbital gap: 4.96 eV

```
! wB97M-V def2-TZVPD RIJCOSX def2/J DEFGRID3
* xyz -1 1
C -3.35 -1.42 -0.06
C -3.91 -0.61 -1.20
O -3.54 -0.79 -2.34
N -4.88 0.34 -0.83
C -4.31 1.61 -0.41
N -5.91 0.52 -1.83
C -7.21 0.55 -1.15
C -7.50 -0.74 -0.35
O -7.94 -1.70 -1.04
O -7.27 -0.73 0.88
H -4.04 -1.38 0.79
H -2.40 -0.97 0.25
H -3.22 -2.45 -0.37
H -4.15 1.58 0.67
H -3.36 1.86 -0.90
H -5.01 2.41 -0.61
H -5.90 -0.27 -2.46
H -7.95 0.64 -1.94
H -7.23 1.41 -0.47
C 1.76 -0.33 0.11
C 0.69 -0.57 1.15
O -0.47 -0.79 0.87
N 1.07 -0.53 2.46
C 2.40 -0.28 2.99
H 1.30 -0.39 -0.87
H 2.20 0.66 0.23
H 2.54 -1.08 0.18
H 0.32 -0.69 3.11
H 2.73 -1.13 3.59
H 2.39 0.60 3.64
H 3.10 -0.12 2.19
C 6.61 0.45 -2.05
C 5.59 0.21 -0.97
O 4.42 -0.01 -1.22
N 6.03 0.26 0.32
C 7.37 0.51 0.81
H 6.12 0.38 -3.01
H 7.06 1.44 -1.96
H 7.40 -0.30 -2.01
H 5.30 0.10 1.00
H 7.73 -0.34 1.39
H 7.38 1.40 1.45
H 8.06 0.67 -0.02
*
```

These are the natural (NBO) partial charges, in e, on atoms 1 to 5: C -0.741; C 0.728; O -0.597; N -0.368; C -0.409

6.
Density functional theory data (the ωB97M-V functional and the def2-TZVPD basis) for one molecule with the formula C11H23N5O3.

Properties
LUMO energy: 0.492 eV
Total energy: -25374.5208 eV
SMILES: [H]/N=C(/N)NCCC[C@H](NC(=O)[C@@H](N)C(C)C)C(=O)O
Energy relative to the best compared isomer or geometry (same formula, charge and spin): 0.0 kcal/mol
HOMO level: -8.0 eV
Orbital gap: 8.51 eV

```
! wB97M-V def2-TZVPD RIJCOSX def2/J DEFGRID3
* xyz 0 1
H -0.99 -2.84 -0.43
N -1.90 -3.32 -0.44
C -2.80 -2.41 -0.18
N -4.15 -2.81 -0.21
N -2.54 -1.10 0.10
C -3.44 0.04 -0.11
C -3.20 1.04 1.04
C -1.73 1.41 1.25
C -0.95 1.65 -0.07
N 0.52 1.52 0.11
C 1.12 0.30 -0.06
O 0.46 -0.71 -0.12
C 2.62 0.37 -0.27
N 3.21 1.54 0.32
C 3.33 -0.98 0.09
C 3.15 -1.96 -1.06
C 4.81 -0.83 0.49
C -1.25 3.04 -0.62
O -0.48 3.99 -0.57
O -2.45 3.04 -1.18
H -4.78 -2.41 0.47
H -4.12 -3.80 -0.33
H -1.53 -0.83 0.11
H -4.47 -0.34 -0.04
H -3.34 0.48 -1.13
H -3.78 1.92 0.85
H -3.60 0.58 1.98
H -1.64 2.30 1.91
H -1.22 0.61 1.80
H -1.23 0.98 -0.83
H 1.05 2.36 0.24
H 2.73 0.50 -1.37
H 3.54 1.32 1.25
H 4.01 1.94 -0.22
H 2.74 -1.38 0.96
H 2.11 -2.02 -1.40
H 3.72 -1.68 -1.94
H 3.48 -2.96 -0.82
H 5.19 -1.82 0.77
H 5.46 -0.42 -0.32
H 4.93 -0.23 1.42
H -2.61 3.93 -1.46
*
```

These are the natural (NBO) partial charges, in e, on atoms 1 to 5: H 0.339; N -0.800; C 0.586; N -0.850; N -0.680

7.
Density functional theory data (the ωB97M-V functional and the def2-TZVPD basis) for a 2-piece molecular cluster, C11H23O5P overall.

Properties
LUMO energy: 0.647 eV
Total energy: -31303.1832 eV
SMILES: O=COCCPCCCCO.CCOC(C)=O
HOMO level: -8.3 eV
Orbital gap: 8.91 eV

```
! wB97M-V def2-TZVPD RIJCOSX def2/J DEFGRID3
* xyz 0 1
O -0.50 -3.77 2.35
C -0.20 -2.62 1.92
O -0.49 -2.38 0.55
C 0.65 -1.67 -0.07
C 0.12 -0.50 -1.04
P 1.52 0.63 -1.70
C 2.33 1.32 -0.13
C 3.94 1.41 -0.17
C 4.71 0.04 0.19
C 4.40 -1.20 -0.77
O 5.05 -2.37 -0.16
H 0.26 -1.85 2.63
H 1.27 -2.41 -0.70
H 1.30 -1.29 0.80
H -0.60 0.14 -0.41
H -0.47 -0.99 -1.90
H 2.39 -0.24 -2.43
H 1.97 0.77 0.80
H 1.96 2.41 -0.02
H 4.24 2.16 0.65
H 4.33 1.89 -1.15
H 4.57 -0.26 1.28
H 5.84 0.26 0.07
H 3.30 -1.47 -0.87
H 4.88 -1.07 -1.80
H 4.49 -3.16 -0.38
C -5.89 1.47 0.97
C -5.18 2.04 -0.24
O -3.81 2.33 0.06
C -2.81 1.44 -0.01
C -3.15 -0.02 -0.13
O -1.65 1.80 0.09
H -5.45 0.52 1.28
H -6.95 1.30 0.75
H -5.81 2.15 1.82
H -5.26 1.40 -1.12
H -5.64 2.99 -0.51
H -3.19 -0.47 0.86
H -2.38 -0.52 -0.72
H -4.09 -0.22 -0.65
*
```

These are the natural (NBO) partial charges, in e, on atoms 1 to 5: O -0.540; C 0.608; O -0.537; C -0.090; C -0.736

8.
Density functional theory data (the ωB97M-V functional and the def2-TZVPD basis) for C11H24AlBr6NO2P as an isolated structure.

Properties
LUMO energy: 2.196 eV
Total energy: -453523.7949 eV
HOMO level: -4.9 eV
Orbital gap: 7.09 eV

```
! wB97M-V def2-TZVPD RIJCOSX def2/J DEFGRID3
* xyz -1 1
C 2.96 1.41 2.27
C 3.63 0.10 1.93
O 3.93 -0.70 2.81
O 4.02 -0.07 0.64
C 3.03 -0.47 -0.32
C 2.00 -1.49 0.15
Al 0.21 -0.68 0.59
P -1.10 -2.11 1.97
N -0.22 -3.15 2.83
C -0.82 -0.22 -1.15
Br 0.29 -0.53 -2.76
C -1.34 1.21 -1.16
C -2.03 1.69 -2.43
Br -2.64 1.30 0.32
H 2.58 1.94 1.41
H 2.15 1.19 2.96
H 3.68 2.02 2.80
H 2.54 0.40 -0.74
H 3.61 -0.91 -1.13
H 2.40 -2.14 0.93
H 1.80 -2.14 -0.70
H 0.37 0.72 1.37
H -1.84 -1.29 2.85
H -2.14 -2.78 1.27
H 0.75 -3.06 2.55
H -1.68 -0.86 -1.29
H -0.55 1.89 -0.88
H -3.10 1.54 -2.36
H -1.65 1.17 -3.30
H -1.87 2.75 -2.56
Br -6.40 -2.62 0.56
C -4.90 -3.03 1.75
C -5.14 -2.52 3.14
Br -4.90 -0.60 3.25
H -4.02 -2.59 1.29
H -4.82 -4.11 1.75
H -4.41 -2.94 3.83
H -6.14 -2.74 3.50
Br 4.95 2.93 -3.63
C 3.07 2.55 -3.95
C 2.17 3.56 -3.29
Br 2.06 3.27 -1.38
H 2.89 1.54 -3.59
H 2.95 2.58 -5.03
H 1.16 3.45 -3.66
H 2.51 4.58 -3.44
*
```

These are the natural (NBO) partial charges, in e, on atoms 1 to 5: C -0.730; C 0.824; O -0.576; O -0.553; C -0.053